ORCA calculation (ωB97M-V/def2-TZVPD) on one molecule with the formula C2H3NO3S.

Total energy   -756.5559 Eh
Largest force on an atom   3.8 eV Å⁻¹
Highest occupied orbital energy   -10.2 eV
Relative energy (zero: lowest compared OMol25 entry of this formula, charge and spin)   75.5 kcal/mol
LUMO level   -2.27 eV
HOMO-LUMO gap   7.90 eV

Positions of all 10 atoms, in Å:
1 C 0.410 0.699 0.290
2 C -0.627 -0.494 -0.023
3 N 1.512 0.443 -0.350
4 O 0.121 1.480 1.134
5 O -0.345 -0.998 -2.656
6 O 0.758 -2.599 -1.018
7 S 0.182 -1.290 -1.343
8 H -0.589 -1.014 0.931
9 H -1.579 -0.173 -0.062
10 H 2.429 0.835 -0.077

In elementary charge units, the natural (NBO) charges are: 0.66, -0.80, -0.82, -0.60, -0.78, -0.78, 2.16, 0.29, 0.27, 0.41



ORCA calculation (ωB97M-V/def2-TZVPD) on C5H4N as an isolated structure.

Total energy   -247.1060 Eh
Net charge   +1
Largest force on an atom   4.2 eV Å⁻¹
Highest occupied orbital energy   -15.8 eV
Relative energy (zero: lowest compared OMol25 entry of this formula, charge and spin)   97.8 kcal/mol
LUMO level   -8.12 eV
HOMO-LUMO gap   7.65 eV

Positions of all 10 atoms, in Å:
1 C -0.616 -1.212 -1.213
2 C -0.317 -2.036 -2.258
3 C 0.954 -0.944 -1.229
4 C 0.071 0.413 0.455
5 C -1.062 -0.153 -0.121
6 N 1.229 -0.069 -0.335
7 H 1.749 -1.405 -1.861
8 H 0.038 1.430 0.992
9 H 0.473 -0.090 1.430
10 H -2.020 0.032 0.371

In elementary charge units, the natural (NBO) charges are: -0.40, 0.51, 0.07, -0.47, 0.22, -0.31, 0.30, 0.37, 0.44, 0.28



ORCA calculation (ωB97M-V/def2-TZVPD) on C6H8 as an isolated structure.

Total energy   -233.1249 Eh
Largest force on an atom   0.4 eV Å⁻¹
Highest occupied orbital energy (alpha / beta)   -8.3 / -8.3 eV
Relative energy (zero: lowest compared OMol25 entry of this formula, charge and spin)   164.5 kcal/mol
LUMO level (alpha / beta)   0.06 / 0.06 eV
HOMO-LUMO gap (alpha / beta)   8.36 / 8.36 eV

Positions of all 14 atoms, in Å:
1 C 2.937 -0.355 -0.725
2 C 1.778 -0.260 -0.397
3 C 0.392 -0.185 0.011
4 C -0.243 1.126 0.406
5 C -1.574 0.376 0.570
6 C -0.611 -0.940 -0.754
7 H 3.960 -0.430 -1.025
8 H -0.656 -0.572 0.994
9 H 0.125 1.570 1.338
10 H -0.228 1.890 -0.384
11 H -2.054 0.420 1.558
12 H -2.346 0.578 -0.177
13 H -0.512 -0.977 -1.853
14 H -1.135 -1.805 -0.368

In elementary charge units, the natural (NBO) charges are: -0.21, -0.04, -0.27, -0.41, -0.57, -0.26, 0.24, 0.29, 0.21, 0.19, 0.23, 0.23, 0.18, 0.19



ORCA calculation (ωB97M-V/def2-TZVPD) on a 2-piece molecular cluster, C9H8N2S overall.

Total energy   -855.2711 Eh
Largest force on an atom   6.0 eV Å⁻¹
Highest occupied orbital energy (alpha / beta)   -4.5 / -9.5 eV
Relative energy (zero: lowest compared OMol25 entry of this formula, charge and spin)   0.0 kcal/mol
LUMO level (alpha / beta)   0.72 / -2.62 eV
HOMO-LUMO gap (alpha / beta)   5.23 / 6.87 eV
Expectation value of S²   2.024
Multiplicity   3

Positions of all 20 atoms, in Å:
1 C -0.950 -1.862 1.485
2 C 2.036 1.429 -1.017
3 C 1.562 0.493 -1.922
4 C 1.679 1.328 0.319
5 C 0.737 -0.532 -1.499
6 C 0.862 0.303 0.750
7 C 0.377 -0.647 -0.154
8 C -2.560 0.899 0.391
9 C -0.491 -1.731 0.267
10 N -1.189 -2.074 2.649
11 N -2.193 1.080 -0.731
12 S -3.264 0.719 1.761
13 H 2.681 2.227 -1.351
14 H 1.841 0.557 -2.964
15 H 2.049 2.053 1.030
16 H 0.374 -1.258 -2.212
17 H 0.593 0.223 1.794
18 H -0.795 -2.449 -0.479
19 H -2.005 -1.734 3.133
20 H -1.343 0.978 -1.248

In elementary charge units, the natural (NBO) charges are: 0.39, -0.23, -0.25, -0.21, -0.20, -0.24, -0.07, 0.23, -0.32, -0.57, -0.66, -0.02, 0.21, 0.22, 0.22, 0.21, 0.21, 0.25, 0.39, 0.44